{"formula": "C3H7NO2", "method": "the ωB97M-V functional and the def2-TZVPD basis", "e_tot_ha": -323.48511, "relative_energy_kj_mol": 776.8, "homo_energy_ev": -9.8, "species": ["H", "H", "H", "H", "H", "H", "C", "O", "O", "C", "C", "H", "N"], "xyz": [[0.07996, -1.88566, 0.08729], [2.03453, 0.55316, 1.28273], [-0.58499, 1.36378, -1.06454], [-0.64676, 2.04503, 1.10725], [3.14175, 0.78967, -0.34681], [2.83285, -1.09086, 0.53897], [2.21789, 0.14206, 0.35781], [-2.10008, -0.79598, 0.13842], [1.26708, -0.12191, -0.58004], [-1.05685, -0.12772, -0.02163], [-1.03908, 1.47860, -0.02646], [-1.83836, 1.73810, -0.08727], [0.13045, -0.73253, 0.02244]], "lowdin_charge": [0.2445, 0.0214, 0.1141, 0.1982, 0.1697, 0.1552, -0.1577, 0.0148, -0.2126, -0.5052, 0.0609, -0.1250, 0.0218]}

=====

{"formula": "C3H7NO2", "method": "the ωB97M-V functional and the def2-TZVPD basis", "e_tot_ha": -323.69493, "relative_energy_kj_mol": 225.9, "homo_energy_ev": -7.6, "smiles": "CO/C(N)=C/O", "species": ["H", "C", "H", "C", "C", "N", "O", "H", "H", "H", "H", "H", "O"], "xyz": [[-1.85326, 1.77606, -1.21915], [0.52901, 0.04076, -0.01338], [2.53416, -0.15909, 0.25722], [-1.49532, 1.15887, -0.40086], [-0.11785, -0.78721, 0.81012], [1.82527, -0.29540, -0.45666], [0.31463, -2.05771, 1.05765], [2.11810, 0.13471, -1.32389], [-0.98895, -0.48570, 1.37438], [-1.80807, 1.57805, 0.56491], [-1.95739, 0.15890, -0.48040], [0.96531, -2.22326, 0.35530], [-0.06565, 1.16102, -0.52523]], "lowdin_charge": [0.0856, -0.4156, 0.1004, -0.0916, -0.1750, 0.1061, -0.0102, 0.0909, 0.1143, 0.0937, 0.0934, 0.0889, -0.0808]}